# 1
74
Properties=species:S:1:pos:R:3 method="wB97M-V/def2-TZVPD" gap_ev=8.376 lumo_energy_ha=0.09320 e_tot_ev=-69588.4756 spin_multiplicity=1 total_charge=-1
Cl 1.18 0.42 0.64
O 2.35 0.46 -0.22
O 1.55 -0.39 1.78
O 0.87 1.78 0.98
O 0.08 -0.17 -0.08
N 2.99 -2.18 3.83
C 4.04 -1.52 4.42
C 4.92 -2.47 4.89
C 4.45 -3.73 4.49
C 3.27 -3.52 3.84
H 2.30 -1.76 3.24
H 4.12 -0.45 4.44
H 5.84 -2.38 5.45
H 4.85 -4.71 4.70
H 2.60 -4.21 3.36
O -0.87 -3.50 -4.49
P -1.32 -3.99 -3.18
N -1.94 -5.58 -3.36
C -1.53 -6.40 -4.48
C -2.64 -6.19 -2.22
N -2.61 -3.16 -2.49
C -3.92 -3.21 -3.15
C -2.44 -1.98 -1.63
N -0.09 -4.15 -2.08
C 0.75 -2.97 -1.83
C 0.61 -5.41 -1.90
H -2.39 -6.81 -5.02
H -0.95 -7.25 -4.08
H -0.89 -5.82 -5.13
H -3.66 -5.81 -2.18
H -2.16 -5.87 -1.29
H -2.55 -7.28 -2.30
H -4.62 -2.53 -2.69
H -3.80 -3.04 -4.22
H -4.35 -4.21 -3.06
H -2.32 -1.10 -2.27
H -3.36 -1.86 -1.05
H -1.56 -2.06 -1.00
H 0.72 -2.68 -0.77
H 1.81 -3.20 -1.99
H 0.48 -2.14 -2.48
H 0.64 -5.95 -2.85
H 0.09 -6.10 -1.23
H 1.64 -5.29 -1.56
C -1.86 4.20 -0.09
C -0.42 4.58 -0.34
O -0.21 4.91 -1.72
C 0.98 5.30 -2.17
O 2.01 5.36 -1.56
O 0.82 5.61 -3.45
C 1.99 5.74 -4.25
H -2.16 3.19 -0.36
H -2.50 4.90 -0.63
H -2.00 4.45 0.97
H 0.32 3.88 0.03
H -0.24 5.53 0.18
H 1.82 5.25 -5.20
H 2.92 5.39 -3.80
H 2.12 6.81 -4.41
C -1.40 2.56 4.53
C -0.46 3.38 3.67
O -0.67 4.75 4.10
C -0.12 5.75 3.39
O 0.63 5.66 2.46
O -0.31 6.86 4.10
C 0.26 8.06 3.63
H -1.63 1.65 3.97
H -2.34 3.02 4.81
H -0.88 2.18 5.41
H -0.69 3.20 2.62
H 0.56 3.02 3.76
H -0.44 8.86 3.82
H 0.53 8.04 2.57
H 1.20 8.27 4.16



# 2
77
Properties=species:S:1:pos:R:3 method="wB97M-V/def2-TZVPD" gap_ev=7.816 e_above_lowest_ev=0.000 lumo_energy_ha=0.07341 e_tot_ev=-169435.2325 spin_multiplicity=1 total_charge=-1
C 0.73 -1.04 -0.42
S 1.15 0.68 -0.54
O 2.48 0.74 0.08
O 0.12 1.43 0.17
Ga 1.45 1.39 -2.77
C -0.04 1.02 -4.02
C -1.20 2.01 -3.95
C -1.90 2.20 -2.59
C -2.88 1.11 -2.15
N -2.53 -0.29 -2.44
N 3.04 0.36 -3.33
C 2.91 -0.51 -4.13
S 2.75 -1.71 -5.17
P 2.13 3.64 -2.73
O 1.31 4.53 -1.67
O 3.65 3.66 -2.16
S 2.03 4.39 -4.52
H 1.31 -1.60 -1.14
H 1.05 -1.28 0.59
H -0.34 -1.24 -0.49
H 0.41 1.08 -5.01
H -0.34 -0.02 -3.89
H -0.80 2.99 -4.23
H -1.96 1.78 -4.70
H -2.48 3.12 -2.67
H -1.16 2.38 -1.82
H -3.87 1.28 -2.58
H -2.99 1.17 -1.07
H -1.61 -0.49 -2.05
H -2.45 -0.43 -3.44
H 1.39 4.16 -0.78
H 3.94 4.56 -2.01
C 0.68 -0.11 5.50
C 1.09 0.68 4.25
C 1.81 -0.29 3.30
S 1.12 -1.92 3.65
O 2.14 -2.77 4.21
O 0.32 -2.38 2.54
C 0.04 -1.39 4.98
H -0.01 0.46 6.12
H 1.56 -0.34 6.10
H 0.20 1.08 3.76
H 1.73 1.52 4.49
H 1.64 -0.04 2.26
H 2.88 -0.33 3.50
H -0.02 -2.19 5.72
H -0.94 -1.20 4.55
C 5.08 -1.60 -0.48
C 4.33 -2.55 0.46
C 5.05 -2.52 1.82
S 5.80 -0.89 1.95
O 7.23 -1.03 1.99
O 5.12 -0.12 2.96
C 5.30 -0.32 0.33
H 4.52 -1.39 -1.39
H 6.05 -2.03 -0.76
H 3.30 -2.21 0.58
H 4.30 -3.57 0.06
H 4.36 -2.65 2.66
H 5.85 -3.25 1.88
H 6.07 0.34 -0.07
H 4.36 0.23 0.44
C -6.48 -1.09 -1.18
C -6.90 -1.75 0.14
C -6.22 -0.98 1.27
S -5.98 0.70 0.67
O -4.57 0.93 0.54
O -6.83 1.61 1.40
C -6.65 0.41 -0.97
H -7.07 -1.44 -2.02
H -5.43 -1.31 -1.40
H -7.98 -1.69 0.25
H -6.62 -2.81 0.16
H -6.81 -0.94 2.18
H -5.23 -1.38 1.49
H -6.10 1.02 -1.68
H -7.70 0.70 -0.95



# 3
72
Properties=species:S:1:pos:R:3 method="wB97M-V/def2-TZVPD" gap_ev=8.824 e_above_lowest_ev=0.000 lumo_energy_ha=0.09332 e_tot_ev=-66467.9089 spin_multiplicity=1 total_charge=-1
C -0.13 5.17 -0.13
C -0.91 3.86 0.21
C -0.30 3.01 1.37
C 1.18 2.60 1.19
C 1.78 2.15 2.56
S 1.41 1.30 -0.10
O 2.53 0.50 0.36
O 0.17 0.54 -0.16
N 1.72 2.17 -1.48
S 1.88 1.20 -2.77
O 0.64 1.12 -3.50
O 2.34 -0.14 -2.47
O 2.99 1.86 -3.89
C 3.84 2.66 -3.23
N 4.52 3.51 -2.99
H 0.92 5.19 0.19
H -0.24 5.37 -1.21
H -0.65 6.02 0.38
H -1.92 4.17 0.55
H -1.10 3.25 -0.70
H -0.95 2.12 1.52
H -0.42 3.61 2.30
H 1.82 3.45 0.86
H 2.86 1.92 2.43
H 1.73 3.02 3.24
H 1.24 1.29 3.01
C 2.66 -6.41 2.91
O 3.18 -5.22 2.36
C 4.24 -4.69 3.14
C 5.06 -3.71 2.32
O 6.00 -4.36 1.46
C 5.46 -4.96 0.29
C 5.06 -3.96 -0.77
O 3.79 -3.41 -0.48
C 3.53 -2.23 -1.23
H 2.27 -6.23 3.92
H 1.85 -6.76 2.28
H 3.43 -7.19 2.94
H 4.88 -5.50 3.50
H 3.79 -4.16 3.99
H 5.67 -3.12 3.01
H 4.43 -3.02 1.76
H 4.64 -5.64 0.54
H 6.27 -5.58 -0.12
H 4.99 -4.46 -1.75
H 5.81 -3.16 -0.83
H 4.26 -1.45 -0.98
H 2.54 -1.86 -0.96
H 3.56 -2.43 -2.30
C -2.40 0.33 -1.50
O -3.76 0.67 -1.68
C -4.58 -0.47 -1.84
C -6.04 -0.12 -1.56
O -6.35 -0.07 -0.17
C -5.88 1.08 0.53
C -6.68 2.33 0.23
O -6.25 2.92 -0.99
C -7.18 3.86 -1.48
H -2.02 -0.23 -2.36
H -1.82 1.24 -1.40
H -2.27 -0.26 -0.58
H -4.27 -1.27 -1.15
H -4.48 -0.82 -2.87
H -6.66 -0.92 -1.97
H -6.33 0.80 -2.07
H -4.81 1.23 0.37
H -6.02 0.84 1.59
H -6.52 3.07 1.03
H -7.75 2.08 0.17
H -8.14 3.38 -1.70
H -6.78 4.28 -2.40
H -7.32 4.67 -0.76